Entry 1:
Entry from OMol25: a single C20H27N5O4 molecule (the ωB97M-V functional and the def2-TZVPD basis).

Each line ends with the Mulliken charge.
Element x y z (Å)
1 O -7.21194 3.84847 1.00091  -0.474
2 O 5.06129 -4.09795 -3.76604  -0.206
3 O 4.36822 -0.45626 -1.37838  -0.636
4 O 1.00774 -2.33652 1.18682  -0.419
5 N -4.57161 4.03355 0.58748  -0.542
6 N 3.45786 -2.11665 -0.13465  0.192
7 N 3.88202 -3.66117 -4.33914  -0.621
8 N -4.22563 1.85639 1.34422  -0.099
9 N -2.23875 0.75401 1.47530  -0.775
10 C -2.74633 5.40766 -0.20309  -1.308
11 C 1.06852 -0.24427 -0.09576  0.101
12 C 1.62442 -1.03861 1.08883  1.597
13 C -0.43594 -0.03699 0.02569  -0.938
14 C 5.23780 -3.46108 -2.60636  -0.580
15 C 4.04419 -1.62479 -1.25768  0.547
16 C 1.27564 -0.32609 2.38665  -1.107
17 C 1.31043 -3.20885 0.11678  -0.351
18 C 2.81078 -3.41316 -0.00559  -0.813
19 C 3.13553 -1.22646 0.97002  -2.007
20 C -0.22603 -0.09869 2.52562  -1.084
21 C -0.79874 0.66226 1.33432  0.683
22 C -2.34841 3.08832 0.62048  -0.247
23 C -3.20403 4.10290 0.36214  0.308
24 C 4.22856 -2.59446 -2.38624  0.699
25 C 2.11334 -2.05939 -3.84440  -1.119
26 C -5.01048 2.92187 1.06116  0.421
27 C 3.39050 -2.76500 -3.53046  0.616
28 C -6.47544 2.70684 1.35191  -0.560
29 C -2.83571 1.83527 1.16208  0.651
30 H -0.32415 1.65571 1.32601  -0.009
31 H 1.31796 -0.72514 -1.04360  -0.751
32 H 1.97415 -1.20913 -3.17811  0.205
33 H -1.29745 3.20451 0.40733  0.305
34 H 3.17476 -3.88900 0.91124  0.287
35 H -1.67018 5.42532 -0.36360  0.333
36 H 1.58248 0.72190 -0.11092  0.597
37 H -3.25663 5.59365 -1.14907  0.311
38 H -0.43591 0.45732 3.44203  0.374
39 H 0.80602 -4.15032 0.33380  0.448
40 H -0.95938 -0.99653 -0.00503  0.132
41 H 1.26189 -2.73206 -3.73747  0.255
42 H 0.91139 -2.82112 -0.82983  0.190
43 H -6.80013 1.82157 0.78889  0.327
44 H -4.61699 1.00173 1.71389  0.300
45 H -8.13575 3.68280 1.20873  0.321
46 H -3.02477 6.21535 0.47505  0.315
47 H 1.65237 -0.91061 3.22939  0.456
48 H -0.74419 -1.05637 2.60261  0.332
49 H 2.12705 -1.69303 -4.86916  0.424
50 H 3.06136 -4.05073 -0.84948  0.488
51 H 6.13249 -3.70523 -2.05783  0.500
52 H 3.63832 -0.27648 0.80624  0.513
53 H 3.50606 -1.67732 1.89670  0.365
54 H -6.57052 2.47120 2.42029  0.322
55 H -0.80171 0.55708 -0.81651  0.396
56 H 1.80367 0.63379 2.39576  0.337

Gap between HOMO and LUMO = 8.704 eV
Total energy = -36818.0019 eV
SMILES string = Cc1c/c(=N\[C@H]2CC[C@@]3(CC2)CN(C(=O)c2conc2C)CCO3)[nH]c(CO)n1
ΔE to the lowest compared entry with this formula, charge and spin = 29.9 kcal per mole
LUMO energy = 0.0208 Eh

***

Entry 2:
Entry from OMol25: 2 unconnected molecules or ions with the total composition C5H10O (the ωB97M-V functional and the def2-TZVPD basis).

Each line ends with the Mulliken charge.
Element x y z (Å)
1 O -1.41213 -1.05113 1.35176  -0.533
2 C 0.46125 -0.15342 -1.98105  0.189
3 C 0.86685 -0.76728 -0.88024  -0.786
4 C -1.32890 0.04639 2.16982  0.074
5 C -1.14113 -0.00604 3.48713  -0.686
6 C 1.32840 0.81125 -2.75145  -0.960
7 H 2.35892 0.69532 -2.39925  0.292
8 H -2.00905 -0.87121 0.62118  0.351
9 H 1.92748 -0.63378 -0.64101  0.132
10 H 0.35234 -1.36983 -0.14865  0.344
11 H -0.59339 -0.18556 -2.24168  0.274
12 H 0.97753 1.81108 -2.45878  0.214
13 H -0.75640 -0.87169 4.01383  0.242
14 H -1.13719 0.93695 1.58272  0.304
15 H 1.35800 0.73420 -3.83292  0.310
16 H -1.25260 0.87474 4.10859  0.239

Gap between HOMO and LUMO = 9.980 eV
Total energy = -7392.3267 eV
SMILES string = C=CC.C=CO
ΔE to the lowest compared entry with this formula, charge and spin = 56.2 kcal per mole
LUMO energy = 0.0317 Eh

***

Entry 3:
Entry from OMol25: 2 unconnected molecules or ions with the total composition C6H12 (the ωB97M-V functional and the def2-TZVPD basis).

Each line ends with the Mulliken charge.
Element x y z (Å)
1 C 3.34116 -1.00911 -1.06187  -0.780
2 C -3.99276 -0.36079 0.93000  -1.047
3 C 2.53594 -0.02323 -0.68937  0.276
4 C 2.79869 1.39951 -1.10579  -0.993
5 C -2.63868 0.22790 1.14389  0.127
6 C -1.53323 -0.47661 0.96289  -0.650
7 H -3.98258 -1.37049 0.51460  0.308
8 H -4.58942 0.27540 0.27811  0.272
9 H -4.59023 -0.57283 1.82787  0.271
10 H 1.89394 1.84437 -1.51758  0.277
11 H -2.59585 1.27287 1.43292  0.310
12 H -0.52974 -0.07518 1.01498  0.163
13 H -1.62989 -1.53829 0.90164  0.226
14 H 3.67292 1.40245 -1.75290  0.304
15 H 3.93659 -0.91609 -1.96116  0.239
16 H 1.70228 -0.14674 -0.00609  0.173
17 H 2.98706 2.07067 -0.26368  0.256
18 H 3.21379 -2.00383 -0.64848  0.266

Gap between HOMO and LUMO = 10.634 eV
Total energy = -6414.6856 eV
SMILES string = C=CC.C=CC
ΔE to the lowest compared entry with this formula, charge and spin = 52.0 kcal per mole
LUMO energy = 0.0416 Eh

***

Entry 4:
Entry from OMol25: 4 unconnected molecules or ions with the total composition C3H13NO4 (the ωB97M-V functional and the def2-TZVPD basis).

Each line ends with the Löwdin spin population.
Element x y z (Å)
1 O -3.94078 2.90578 -1.20533  0.000
2 O -1.34855 -2.62882 1.45627  0.001
3 O -0.26875 -5.15576 1.46811  0.000
4 O -0.11629 0.33880 0.39185  0.776
5 N 0.09423 2.56194 0.43737  0.023
6 C 1.71311 1.29543 -0.84900  0.086
7 C 0.46208 1.38154 0.03604  0.095
8 C 2.36347 -0.09442 -0.98288  0.002
9 H -3.99129 2.03126 -0.78875  0.000
10 H -1.05010 -1.77159 1.13271  -0.001
11 H 3.42565 0.05440 -1.12834  0.000
12 H 0.63806 -5.18787 1.80018  0.000
13 H -1.08393 -2.63029 2.38890  0.000
14 H 1.41215 1.66145 -1.82905  0.005
15 H 2.16226 -0.75550 -0.14384  0.001
16 H 2.44049 2.00223 -0.44185  0.009
17 H -0.73782 2.73852 0.97975  0.001
18 H -0.43860 -4.30348 1.02857  0.000
19 H 0.65669 3.36163 0.17922  0.001
20 H -4.38748 2.79420 -2.05130  0.000
21 H 1.99541 -0.59947 -1.87864  0.000

Gap between HOMO and LUMO (spin up / spin down) = 8.620 / 3.447 eV
2S+1 = 2
Total energy = -12992.7313 eV
⟨S²⟩ = 0.7549
Charge = +1
ΔE to the lowest compared entry with this formula, charge and spin = 0.0 kcal per mole
LUMO energy (spin up / spin down) = -0.1618 / -0.3518 Eh

***

Entry 5:
Entry from OMol25: 13 unconnected molecules or ions with the total composition C80H67F12N2O2PS (the ωB97M-V functional and the def2-TZVPD basis).

Each line ends with the Mulliken charge.
Element x y z (Å)
1 S -6.28027 -0.18660 -0.46652  -0.101
2 P -0.37182 -0.23376 -2.88512  0.285
3 F 0.05833 5.93342 7.97468  -0.295
4 F 6.98943 -3.33236 -7.52152  -0.307
5 F 4.41162 -0.06116 10.92450  -0.336
6 F 8.62239 2.92916 -7.15444  -0.290
7 F 3.30994 2.68723 -1.99122  -0.325
8 F 1.15062 1.18489 4.44149  -0.324
9 F 1.01570 -0.55873 -6.30965  -0.339
10 F -3.11018 -0.93323 1.86434  -0.228
11 F -5.85537 -5.30320 6.70798  -0.309
12 F -2.90978 -0.59461 -5.85061  -0.205
13 F 0.75419 5.62760 2.89387  -0.251
14 F -6.42979 -7.59997 -4.86617  -0.315
15 O -7.27166 1.85398 -3.30712  -0.515
16 O -6.25526 -2.23784 -3.14268  -0.567
17 N 0.35874 0.85526 -1.96533  -0.494
18 N -6.78635 -0.13638 -2.12356  -0.181
19 C 5.74213 -1.38296 -7.08599  0.047
20 C -7.62958 -4.78105 -2.93884  -0.060
21 C -5.06837 -3.06685 4.77694  -0.539
22 C 6.14469 -1.62695 10.62444  -0.434
23 C -5.16620 -0.66577 -6.51944  -0.181
24 C 3.09320 2.80041 7.67839  -0.779
25 C 4.39984 3.96304 1.21656  -0.489
26 C 4.80013 -1.30419 10.59178  0.260
27 C 9.72489 4.78009 -6.20535  -0.437
28 C -7.15538 -6.87515 -3.99441  0.376
29 C -4.13785 -7.82546 4.76092  -0.476
30 C -3.21769 -1.68572 4.09488  -0.454
31 C 4.24924 -3.51917 9.87325  -0.362
32 C -4.76948 -7.27149 7.41233  -0.455
33 C 1.84872 3.08957 5.63845  -0.098
34 C -3.53699 -2.13807 -7.51568  -0.492
35 C 2.11016 -2.54551 -5.66830  -0.246
36 C -0.82840 8.06396 7.50482  -0.470
37 C 0.46061 8.00923 5.04172  -0.487
38 C -2.50546 1.65057 -3.05623  -0.557
39 C 9.67307 6.08592 -5.73538  -0.363
40 C -3.19903 -0.83493 -2.84346  -1.021
41 C -3.88383 -2.40356 5.08046  -0.542
42 C -0.94582 9.14175 6.63559  -0.425
43 C -1.50129 5.55745 2.21346  -0.341
44 C 7.37058 4.87407 -6.71854  -0.268
45 C 8.47044 6.78226 -5.74946  -0.485
46 C 4.24438 3.83635 -0.15848  -0.487
47 C 6.84555 0.52505 -6.12094  -0.423
48 C -4.52971 -2.69547 -8.31130  -0.456
49 C -3.91188 2.09734 -3.05992  -1.084
50 C -8.64409 -5.38960 -2.20724  -0.679
51 C -5.59026 -3.00794 3.48988  -0.769
52 C 1.78696 1.71463 5.50243  0.290
53 C 2.50197 3.63528 6.73706  -0.291
54 C 3.84707 -2.23635 10.22216  -0.237
55 C 8.57306 4.19105 -6.69414  0.348
56 C -3.75135 -1.63222 2.82014  0.226
57 C -4.90714 1.05913 -2.92924  0.496
58 C -0.06032 6.97462 7.13293  0.372
59 C 8.04693 -0.17304 -6.10715  -0.506
60 C -4.85770 -6.68048 5.07615  -0.113
61 C -0.30319 9.11242 5.40217  -0.535
62 C 8.09613 -1.47992 -6.57542  -0.388
63 C 3.01349 2.02083 1.55390  -0.570
64 C 3.10353 -3.93441 -7.36248  -0.477
65 C 0.13224 4.08177 1.23016  -0.076
66 C 5.59689 -3.85765 9.90796  -0.441
67 C -4.93070 -2.28166 2.50648  -0.131
68 C 3.46711 2.80745 -0.65885  0.407
69 C -2.16284 3.98518 0.51446  -0.621
70 C -2.17291 0.22241 -2.93331  0.920
71 C -2.48630 5.00469 1.40430  -0.633
72 C -6.15540 -1.21686 -7.32343  -0.526
73 C 6.54360 -2.91331 10.28558  -0.353
74 C -4.05907 -8.42150 7.09383  -0.399
75 C -8.90999 -6.74444 -2.37351  -0.337
76 C 1.70032 -1.66654 -6.65469  0.553
77 C -6.46937 1.10121 -2.86394  0.222
78 C 5.69235 -0.07986 -6.60739  -0.499
79 C 2.81156 -3.68966 -6.02600  -0.400
80 C -8.16453 -7.49148 -3.27675  -0.473
81 C -5.83708 -2.23339 -8.21681  -0.574
82 C 3.02763 1.42062 7.52649  -0.205
83 C 2.36574 0.87306 6.43473  -0.590
84 C -3.86862 -1.13190 -6.62725  0.256
85 C -5.93221 -1.15817 -2.76548  -0.214
86 C -0.85463 3.52158 0.42874  -0.486
87 C 1.97856 -1.90111 -7.98849  -0.546
88 C 3.78645 3.05491 2.07180  -0.312
89 C 7.31863 6.17617 -6.23806  -0.430
90 C 2.84845 1.90004 0.18098  -0.293
91 C 0.58785 6.93717 5.91225  0.168
92 C 6.94260 -2.06787 -7.06211  0.120
93 C -4.57202 -0.38857 -2.84256  0.947
94 C -5.16199 -6.41638 6.39910  0.422
95 C -6.87678 -5.52985 -3.83419  -0.718
96 C -0.20346 5.08958 2.11340  0.057
97 C 2.68996 -3.03992 -8.34364  -0.563
98 C -3.74120 -8.69631 5.76862  -0.452
99 H -7.42556 -3.72632 -2.81263  0.682
100 H 3.65530 -4.82478 -7.63985  0.396
101 H 4.75492 0.46382 -6.61429  0.421
102 H 2.29699 -0.19998 6.30446  0.432
103 H 3.49243 0.77100 8.25892  0.395
104 H -5.11929 0.52842 -0.27262  0.173
105 H -5.01949 -7.03617 8.43949  0.402
106 H 3.51216 -4.25484 9.57502  0.358
107 H -6.07700 -5.07527 -4.40644  0.473
108 H 6.38091 6.71843 -6.24509  0.363
109 H -6.51106 -3.52778 3.25208  0.400
110 H -3.50524 5.36767 1.46779  0.372
111 H -6.61071 -2.66564 -8.84048  0.388
112 H -5.58396 -3.62929 5.54515  0.717
113 H -0.39911 9.95121 4.72251  0.385
114 H -4.21677 3.16093 -3.13919  0.482
115 H 4.72124 4.52952 -0.84058  0.425
116 H -3.88631 -8.03813 3.72893  0.360
117 H -2.96616 -1.91720 -2.76164  0.409
118 H 3.13122 -4.38912 -5.26333  0.389
119 H 0.13154 -0.28838 -4.21161  -0.017
120 H -2.29005 -1.16942 4.31003  0.526
121 H -1.53841 10.00325 6.91889  0.365
122 H -1.32779 8.06471 8.46577  0.424
123 H 6.48572 4.38780 -7.11060  0.437
124 H 4.99865 4.77059 1.62044  0.385
125 H -0.27535 -1.54331 -2.31940  0.104
126 H 1.64046 -1.19724 -8.73898  0.455
127 H 1.38852 3.72390 4.88929  0.437
128 H -5.18239 -5.99500 4.30339  0.299
129 H -5.32638 -2.21730 1.50018  0.425
130 H -8.36176 -8.54591 -3.42623  0.408
131 H -0.60236 2.72295 -0.26219  0.769
132 H -9.69809 -7.21800 -1.80016  0.367
133 H 6.80657 1.54290 -5.75181  0.388
134 H 10.65109 4.21905 -6.19412  0.410
135 H -4.28334 -3.49041 -9.00478  0.395
136 H 8.94579 0.30072 -5.73166  0.376
137 H 4.85589 -1.86806 -7.47603  0.366
138 H -3.18301 -9.59192 5.52194  0.367
139 H 1.07483 1.30346 -2.55245  0.130
140 H 10.57101 6.56030 -5.35822  0.352
141 H -3.47972 -2.44672 6.08471  0.376
142 H -2.51105 -2.47941 -7.58156  0.510
143 H 5.90884 -4.86022 9.63960  0.364
144 H -9.22952 -4.80691 -1.50519  0.407
145 H 1.88086 -2.33334 -4.63104  0.381
146 H 2.80078 -1.95648 10.20884  0.431
147 H -5.39600 0.12162 -5.81150  0.481
148 H 2.55065 4.71038 6.85861  0.376
149 H -1.70735 2.42957 -3.12147  0.422
150 H -3.75278 -9.10286 7.87826  0.356
151 H 8.42934 7.79984 -5.37887  0.367
152 H 3.90977 3.15199 3.14476  0.453
153 H 1.15723 3.73960 1.17072  0.300
154 H 6.86946 -0.87575 10.91269  0.399
155 H -2.93355 3.55136 -0.11339  0.431
156 H 1.18693 6.07536 5.64792  0.052
157 H 2.24164 1.10624 -0.23930  0.470
158 H -7.17388 -0.85471 -7.25313  0.396
159 H 0.95813 7.98331 4.08004  0.403
160 H 9.02153 -2.04244 -6.56440  0.423
161 H 7.59340 -3.17888 10.31624  0.352
162 H -1.73464 6.34644 2.91852  0.505
163 H 2.92218 -3.22988 -9.38458  0.376
164 H 2.53849 1.31166 2.22124  0.348
165 H 3.60601 3.22740 8.53233  0.390

Gap between HOMO and LUMO = 8.034 eV
Total energy = -143851.9901 eV
LUMO energy = -0.0332 Eh

***

Look up the total energy of the third one.
-6414.6856 eV